A 13-piece molecular cluster, C49H68F27N6O29S9 overall in a non-equilibrium geometry. Source: the Open Molecules 2025 dataset; level of theory: wB97M-V/def2-TZVPD.

XYZ file:
```
188
Properties=species:S:1:pos:R:3:forces:R:3
C -0.018 -1.594 -2.996 -1.2673 0.0804 -0.3892
C -0.665 -0.218 -2.833 1.9137 1.2529 0.6164
N -0.043 0.648 -1.655 -0.0158 -0.1830 -0.4579
C 1.540 0.772 -1.874 -2.2737 -0.0519 0.9489
C -0.617 2.098 -1.828 0.7233 -0.2244 -1.3056
C -0.318 3.143 -0.772 0.1471 -0.6547 -0.4325
C -0.328 0.091 -0.221 -0.6386 0.7013 -1.4663
C -1.850 -0.063 0.095 1.5664 0.4885 -1.6626
O -2.306 -1.177 -0.678 2.0627 0.4023 1.0407
C -3.665 -1.271 -0.714 -2.8111 0.1975 -0.4169
H -0.424 -2.266 -2.241 0.7708 -0.1777 0.1171
H 1.050 -1.599 -3.218 0.1963 0.2129 1.0464
H -0.342 -1.999 -3.955 -0.6869 0.0404 -0.0882
H -1.742 -0.174 -2.673 0.2701 -0.3618 -0.2165
H -0.351 0.378 -3.690 -0.5054 0.2366 -0.1595
H 1.796 1.545 -1.149 0.4655 -0.0195 -0.3954
H 1.702 1.061 -2.913 -0.0989 0.2270 0.2257
H 2.043 -0.163 -1.629 -0.2898 0.0259 0.0881
H -1.663 2.097 -2.136 -0.2565 -0.6794 0.6050
H -0.164 2.411 -2.768 0.2846 0.0840 -0.0414
H -0.660 4.076 -1.220 -0.3340 0.0836 0.2805
H 0.756 3.292 -0.664 0.0182 -0.0883 0.3777
H -0.824 2.910 0.165 0.1475 0.3820 0.1403
H 0.117 0.879 0.387 0.1314 -0.5932 0.4817
H 0.187 -0.870 -0.214 0.0782 0.1671 0.5508
H -2.370 0.849 -0.196 -0.1523 0.1345 -0.2979
H -1.994 -0.084 1.175 -0.0576 -0.7322 0.1986
H -4.121 -0.988 0.235 -0.1491 -0.7474 0.3637
H -4.007 -2.219 -1.131 0.3177 -0.4060 0.7894
H -4.179 -0.586 -1.387 0.5149 0.6789 -0.4522
C 6.958 -3.045 -3.552 -0.2207 0.2911 -0.8234
C 6.322 -1.627 -3.979 0.5704 -1.1782 -0.3517
N 6.730 -1.165 -5.422 -0.0924 0.5142 -0.4633
C 8.208 -1.235 -5.574 0.8828 -0.9625 0.5861
C 6.019 -2.089 -6.473 -0.3031 0.2253 0.0415
C 6.409 -1.810 -7.923 0.6990 0.7535 0.6734
C 6.422 0.419 -5.542 -1.4222 -1.2481 0.8025
C 4.946 0.781 -5.223 0.7749 -0.1515 -0.1106
O 4.050 -0.001 -5.974 -0.0522 0.0998 0.2086
C 2.697 0.337 -5.666 -1.2945 0.4053 -0.1307
H 7.094 -3.242 -2.488 -0.6955 0.7015 0.1596
H 7.958 -3.282 -3.914 0.2279 0.8411 -0.3168
H 6.422 -3.903 -3.957 -0.6206 0.2702 0.0941
H 6.554 -0.832 -3.270 0.4851 -0.0043 -0.1927
H 5.233 -1.621 -4.021 0.0508 -0.4818 0.0725
H 8.681 -0.730 -6.417 -0.8031 0.5411 0.0515
H 8.560 -2.261 -5.687 -0.4337 -0.1828 0.0590
H 8.644 -0.897 -4.634 0.0156 0.2960 -0.1580
H 4.944 -2.015 -6.310 0.1938 0.5792 -0.0051
H 6.224 -3.140 -6.269 0.6908 0.1736 0.5514
H 6.053 -2.593 -8.592 -0.2500 0.2259 0.1256
H 7.495 -1.787 -8.008 0.1514 -0.3270 -0.0748
H 6.118 -0.807 -8.237 -0.5267 -0.2196 -0.1637
H 6.748 0.813 -6.505 0.0125 -0.5710 -0.0678
H 7.036 0.831 -4.741 0.0642 0.1083 -0.1609
H 4.839 1.842 -5.446 -0.0136 0.2406 -0.0358
H 4.753 0.704 -4.153 0.0011 -0.1274 0.2050
H 2.034 0.051 -6.482 0.3523 -0.0475 -0.1782
H 2.499 1.394 -5.490 0.5007 0.3386 -0.3466
H 2.275 -0.119 -4.770 0.5918 -0.6177 0.2807
C 0.111 -11.455 6.474 0.1277 -0.2339 0.6038
N -0.234 -10.312 5.657 0.6342 0.1877 -1.0645
C 0.696 -9.903 4.721 -2.3659 1.7306 0.4763
C 0.368 -8.740 4.014 2.4655 -1.4542 -0.6044
C -0.786 -7.972 4.139 0.3664 0.3789 -0.0489
C -1.707 -8.494 5.015 0.2450 -1.6764 1.9228
C -1.382 -9.674 5.785 -1.4241 2.3709 -1.4936
C -0.914 -6.622 3.525 -1.4983 1.7695 -0.6287
C -2.207 -6.047 3.319 1.3303 -0.8805 0.7967
C -2.366 -4.695 3.024 0.9407 -0.5523 -0.1691
N -1.271 -3.896 2.921 -0.7788 -0.3963 -0.4654
C -0.019 -4.445 2.950 -1.3965 1.6226 -0.1205
C 0.152 -5.764 3.209 0.5814 -1.7793 0.4438
C -1.529 -2.437 2.620 0.6913 -0.1126 -0.4226
H 0.549 -12.209 5.820 -0.1821 -0.1333 0.2923
H -0.765 -11.811 7.017 0.0773 -0.1322 -0.2890
H 0.839 -11.125 7.216 0.1035 -0.1534 -0.0388
H 1.594 -10.503 4.702 0.0714 0.3107 -0.4158
H 1.120 -8.437 3.300 0.0017 0.2058 -0.2176
H -2.607 -7.971 5.299 -0.1563 -0.1067 -0.2024
H -2.143 -10.023 6.468 0.3349 -0.2923 0.2306
H -3.023 -6.737 3.476 -0.5340 0.5387 -0.3713
H -3.328 -4.250 2.815 -0.2190 0.0583 -0.0186
H 0.814 -3.776 2.793 0.2027 0.1041 -0.1914
H 1.173 -6.113 3.167 0.0987 -0.0485 0.1495
H -1.906 -2.294 1.607 -0.0245 -0.6616 -0.2024
H -0.574 -1.911 2.647 -0.1058 0.0844 0.4028
H -2.290 -2.009 3.273 0.3448 -0.2681 0.3595
C 1.352 9.334 8.978 -0.7416 -0.3481 0.0734
N 0.486 8.580 7.997 1.1717 1.4371 0.5710
C 1.063 8.420 6.793 -1.0162 -1.1864 -1.0900
C 0.353 7.829 5.749 -0.4922 -0.4257 0.8634
C -1.013 7.409 5.943 1.1641 -0.0407 -0.0511
C -1.549 7.653 7.215 0.3148 1.1111 0.1469
C -0.789 8.273 8.212 -0.7101 -1.4008 -0.5868
C -1.752 6.601 4.923 0.2073 -0.8464 -0.7896
C -1.641 6.850 3.530 -0.6201 0.4220 0.6769
C -2.348 6.077 2.601 0.0700 -0.3458 1.7820
N -3.006 5.008 3.076 0.1240 -0.0873 0.3345
C -3.021 4.586 4.381 1.2142 2.3000 -0.0079
C -2.415 5.423 5.372 -0.1126 -0.4623 -2.1754
C -3.671 4.152 2.064 0.2312 -1.2726 1.4357
H 1.767 10.192 8.448 -0.0358 -0.1220 0.1541
H 2.144 8.692 9.364 -0.0873 -0.0479 -0.2114
H 0.747 9.680 9.817 -0.0336 -0.0656 -0.1752
H 2.112 8.676 6.757 -0.0502 0.0435 -0.3215
H 0.893 7.538 4.860 -0.1028 0.2475 -0.2645
H -2.597 7.524 7.441 -0.0080 -0.4930 -0.0945
H -1.195 8.323 9.211 0.1730 0.5428 0.0633
H -1.119 7.726 3.173 0.1377 -0.0293 -0.1741
H -2.440 6.223 1.535 0.4710 0.3749 -0.2294
H -3.472 3.615 4.523 0.0795 -0.0554 0.3003
H -2.256 5.084 6.385 -0.4448 -0.1084 0.0448
H -4.743 4.248 2.235 -0.0158 0.3403 -0.9675
H -3.411 3.169 2.457 -0.0452 -0.3690 -0.5751
H -3.208 4.282 1.086 -0.6848 0.3332 0.0041
C -6.489 -2.916 2.973 -1.3001 -2.3177 -3.5909
F -7.745 -2.566 3.235 0.0946 0.6213 0.7684
F -5.657 -1.912 3.102 0.3992 0.1689 1.1339
F -6.211 -3.995 3.764 0.5681 1.0178 0.3345
S -6.484 -3.509 1.101 -0.1234 0.1730 -2.3150
O -6.664 -2.255 0.331 0.7898 -1.3797 1.7153
O -5.193 -4.210 0.922 -0.5193 1.1500 1.0379
O -7.607 -4.422 0.891 0.3781 0.4746 1.2570
C 4.170 -2.764 -0.330 -1.5889 1.9037 2.2004
F 3.214 -3.447 -0.922 0.2844 -1.2469 -0.9984
F 5.341 -3.382 -0.222 -0.2777 -0.5542 -0.4717
F 4.349 -1.639 -1.029 0.4657 0.1327 -0.6359
S 3.473 -2.247 1.354 1.8264 1.4376 3.5418
O 2.323 -1.347 1.223 -0.0782 -1.9195 -1.0798
O 3.273 -3.533 2.103 -0.3431 1.5437 -1.6960
O 4.594 -1.439 1.887 -0.5156 -1.5386 -0.8366
C -5.421 1.860 -0.702 -2.3906 1.4257 0.9264
F -4.591 1.886 -1.738 0.2639 -0.7238 0.4001
F -6.218 0.768 -0.679 0.6485 0.6087 -0.9724
F -4.778 1.789 0.488 0.9476 0.1948 -0.4063
S -6.479 3.492 -0.699 -1.0340 2.0169 -1.1209
O -5.592 4.631 -0.435 0.5404 -1.4723 0.4966
O -7.112 3.642 -2.001 0.7464 -1.1252 -0.0812
O -7.463 3.265 0.332 0.2282 -0.7527 1.0711
C -0.175 -5.228 -0.946 0.4779 -2.2202 0.7212
F -0.294 -4.390 0.131 0.0312 0.0518 -1.7751
F -0.800 -4.816 -2.086 1.1347 0.0244 2.0957
F 1.190 -5.402 -1.186 -2.2960 0.7194 0.0353
S -0.886 -6.978 -0.334 -1.7880 -0.8946 0.6768
O -2.191 -6.754 0.396 2.9779 0.3930 -0.9312
O -1.090 -7.690 -1.584 0.5486 0.4933 0.3643
O 0.179 -7.558 0.534 -0.9409 1.2141 -0.6053
C -4.271 -2.125 -5.200 -0.3763 -1.7314 2.1380
F -2.940 -2.050 -4.904 -1.7701 0.7036 -0.3494
F -5.086 -1.276 -4.585 1.1902 0.2363 0.7156
F -4.522 -1.987 -6.453 0.6905 -0.1614 -1.7756
S -4.851 -3.878 -4.620 0.2450 0.8451 -0.1353
O -6.176 -3.984 -5.196 -0.0872 -0.0864 0.2097
O -3.958 -4.847 -5.244 0.0847 0.0831 0.1483
O -4.816 -3.962 -3.165 0.0645 0.1774 -0.8994
C -2.181 1.834 -6.541 0.2477 0.9408 1.9958
F -2.759 1.789 -5.289 0.5404 0.1548 -0.7687
F -1.957 0.568 -6.862 0.0754 -0.4901 -0.5770
F -3.091 2.371 -7.340 0.1061 -0.2108 -0.4585
S -0.567 2.869 -6.488 2.2450 1.7277 -0.2519
O -0.977 4.250 -6.648 -0.8682 -0.8286 -0.6762
O 0.053 2.709 -5.178 -0.6473 -1.5210 0.1739
O 0.296 2.350 -7.569 -1.4797 -0.2577 0.6218
C -1.938 8.950 -1.020 0.1851 -2.3236 -0.2449
F -2.806 9.118 0.003 -0.7317 0.2764 -0.5050
F -2.419 9.327 -2.217 -0.6126 -0.1807 0.8850
F -0.927 9.724 -0.763 1.4577 1.4464 0.3953
S -1.263 7.167 -1.024 0.8667 -2.5227 -2.7529
O -2.360 6.196 -1.259 0.8371 2.0446 1.1409
O -0.298 7.211 -2.116 -1.0618 0.7372 0.3655
O -0.550 6.996 0.234 -1.0302 0.6778 1.4242
C 5.214 2.480 -0.924 0.4468 2.4069 -2.2278
F 5.014 2.462 0.350 -0.5241 -0.6493 1.4201
F 6.547 2.466 -1.139 0.5957 0.1345 0.1159
F 4.786 1.384 -1.554 -0.8046 -0.5356 0.3655
S 4.474 4.092 -1.751 -0.0663 2.4735 -1.8149
O 4.527 3.735 -3.180 0.6572 -0.5621 1.0330
O 3.110 4.256 -1.290 0.4424 -1.0501 0.7832
O 5.319 5.282 -1.428 -0.5022 -2.6748 0.1699
C -0.206 2.260 5.442 -0.3477 -1.6928 -1.9382
F 0.456 3.448 5.384 -0.2412 -1.2283 0.5964
F 0.556 1.220 5.882 0.2993 1.4165 -0.1479
F -1.198 2.343 6.329 -0.1629 0.8164 0.3671
S -0.954 1.733 3.675 -0.1030 2.6563 -1.3620
O -0.161 0.608 3.201 -0.6976 0.8338 0.7742
O -2.362 1.477 4.007 0.9197 -0.2437 0.1659
O -0.826 3.007 2.874 0.0642 -2.3466 1.7502
```
Positions in Å, forces in eV/Å.

- Kohn-Sham gap (alpha / beta) (Ha) = 0.108 / 0.103
- E_tot (eV) = -291111.198
- F_max (eV/A) = 4.5
- 2S+1 = 2
- net charge = -2

One molecule with the formula C4H6N2O in a non-equilibrium geometry. Source: the Open Molecules 2025 dataset; level of theory: wB97M-V/def2-TZVPD.

XYZ file:
```
13
Properties=species:S:1:pos:R:3:forces:R:3
C 2.317 -0.655 0.330 -2.8541 1.3660 0.4001
N 1.047 -0.550 0.526 2.1864 -0.9710 0.6228
C 0.168 0.072 -0.363 -0.7316 2.6444 -0.4224
C -1.031 1.179 0.222 3.2396 0.0126 -5.1641
C -1.909 0.051 0.009 -0.6750 -1.9515 -0.1028
O -3.051 -0.123 0.285 -1.2718 -0.2272 0.1622
N -0.964 -0.803 -0.521 0.5512 -1.2721 -0.8573
H 2.793 -1.311 1.006 0.9805 -0.4724 0.5375
H 2.860 0.002 -0.340 0.2260 -0.2670 -0.5812
H 0.671 0.435 -1.339 -0.8088 -0.4633 1.2829
H -1.081 1.990 -0.564 -0.2771 -0.7429 1.0677
H -1.052 1.533 1.164 0.4602 1.1865 3.2086
H -0.768 -1.820 -0.415 -1.0255 1.1578 -0.1538
```
Positions in Å, forces in eV/Å.

- Kohn-Sham gap (Ha) = 0.384
- E_tot (eV) = -9270.819
- F_max (eV/A) = 6.1
- SMILES = C=N[C@@H]1CC(=O)N1
- energy relative to the best compared isomer or geometry (same formula, charge and spin) (kJ/mol) = 258.9
- net charge = 0

C39H31P2PtS2 as an isolated structure in a non-equilibrium geometry. Source: the Open Molecules 2025 dataset; level of theory: wB97M-V/def2-TZVPD.

XYZ file:
```
75
Properties=species:S:1:pos:R:3:forces:R:3
Pt 1.502 -1.051 -0.999 -0.5127 -1.0692 -1.2665
S 0.003 -2.195 -2.635 -0.0034 -0.0183 0.1059
P -1.030 -0.622 -1.913 0.2566 0.5673 -0.1758
C 0.237 0.477 -1.539 0.0069 -0.0699 0.6134
P 0.227 1.938 -0.609 -0.2919 0.0612 -0.2453
S 1.934 2.895 -0.443 0.1300 0.0747 0.0069
C -0.498 1.752 1.069 0.0637 -0.0472 0.0488
C -0.387 0.537 1.738 -0.0493 0.0312 -0.0675
C -0.880 0.395 3.027 -0.0078 -0.0126 0.0338
C -1.489 1.467 3.664 0.0008 -0.0140 0.0053
C -1.589 2.688 3.010 -0.0007 0.0107 -0.0075
C -1.088 2.830 1.725 0.0305 0.0323 -0.0037
C -1.000 3.022 -1.457 0.0149 -0.0364 -0.0333
C -0.538 3.844 -2.483 0.0167 -0.0088 0.0124
C -1.425 4.589 -3.245 -0.0144 0.0137 -0.0077
C -2.789 4.530 -2.989 0.0065 0.0006 -0.0023
C -3.258 3.729 -1.959 -0.0106 -0.0018 0.0004
C -2.366 2.983 -1.199 0.0080 -0.0134 0.0335
C -2.103 -1.154 -0.528 -0.0203 -0.1351 -0.0406
C -1.740 -2.264 0.232 0.0109 0.0371 0.0433
C -2.451 -2.592 1.376 0.0187 -0.0158 -0.0123
C -3.534 -1.819 1.773 -0.0229 0.0166 0.0090
C -3.911 -0.722 1.013 -0.0043 -0.0068 0.0240
C -3.202 -0.396 -0.134 0.0158 -0.0231 -0.0398
C -2.209 -0.024 -3.164 -0.0903 0.0688 0.0610
C -1.803 1.003 -4.011 0.0105 -0.0480 0.0145
C -2.650 1.456 -5.010 -0.0197 0.0100 -0.0174
C -3.900 0.876 -5.179 0.0062 0.0130 -0.0130
C -4.301 -0.163 -4.350 -0.0063 -0.0250 0.0175
C -3.457 -0.612 -3.344 -0.0106 0.0193 -0.0258
H 0.093 -0.293 1.233 -0.0151 -0.0097 0.0333
H -0.793 -0.558 3.535 0.0061 -0.0038 -0.0100
H -1.879 1.354 4.668 0.0005 0.0005 0.0007
H -2.050 3.534 3.506 -0.0026 0.0052 -0.0046
H -1.146 3.791 1.226 -0.0071 0.0037 0.0068
H 0.529 3.890 -2.666 -0.0009 0.0008 -0.0025
H -1.050 5.220 -4.042 0.0028 -0.0009 0.0004
H -3.483 5.110 -3.585 0.0021 -0.0004 -0.0030
H -4.319 3.682 -1.745 -0.0010 -0.0010 0.0020
H -2.736 2.379 -0.382 -0.0186 -0.0247 0.0126
H -0.884 -2.851 -0.079 -0.0138 -0.0135 0.0075
H -2.157 -3.454 1.962 0.0057 -0.0023 -0.0019
H -4.082 -2.070 2.673 0.0002 -0.0024 0.0041
H -4.754 -0.113 1.316 -0.0043 0.0013 -0.0031
H -3.510 0.448 -0.735 -0.0158 0.0346 0.0047
H -0.820 1.433 -3.867 0.0063 0.0171 -0.0044
H -2.336 2.267 -5.655 0.0082 0.0010 0.0015
H -4.562 1.232 -5.959 0.0005 0.0008 -0.0005
H -5.272 -0.623 -4.486 -0.0015 0.0014 0.0011
H -3.771 -1.421 -2.694 -0.0087 -0.0027 -0.0105
C 6.132 -0.869 4.452 0.0016 0.0030 0.0024
C 5.448 0.338 4.391 0.0059 -0.0008 0.0076
C 4.579 0.596 3.343 -0.0019 -0.0013 -0.0057
C 4.359 -0.342 2.328 0.0043 -0.0172 0.0067
C 5.067 -1.547 2.398 0.0119 -0.0201 -0.0133
C 5.936 -1.805 3.446 -0.0007 0.0038 0.0047
C 3.408 0.003 1.260 -0.0724 0.0215 0.0027
C 2.783 -0.816 0.418 0.3976 -0.2768 0.4212
C 2.811 -2.337 0.336 0.2424 0.8831 0.6383
C 3.432 -2.992 -0.726 -0.1350 0.2117 -0.2185
C 3.360 -4.386 -0.830 -0.0777 -0.0708 0.0092
C 2.684 -5.113 0.125 0.0544 -0.0523 -0.0698
C 2.044 -4.464 1.189 -0.0678 0.0888 0.0187
C 2.088 -3.093 1.282 0.0044 -0.1738 -0.0203
H 6.813 -1.073 5.268 0.0007 -0.0008 -0.0004
H 5.593 1.084 5.163 0.0003 0.0006 0.0011
H 4.047 1.539 3.298 0.0009 0.0011 0.0006
H 4.947 -2.286 1.617 0.0007 0.0159 0.0066
H 6.472 -2.747 3.473 0.0004 -0.0006 0.0001
H 3.148 1.055 1.179 0.0090 0.0017 0.0145
H 3.980 -2.410 -1.456 0.1069 -0.0259 0.0591
H 3.840 -4.888 -1.660 -0.0072 0.0033 -0.0128
H 2.637 -6.192 0.047 -0.0015 -0.0007 0.0056
H 1.498 -5.040 1.924 0.0002 -0.0123 -0.0014
H 1.570 -2.567 2.074 0.0480 0.0031 0.0375
```
Positions in Å, forces in eV/Å.

- Kohn-Sham gap (Ha) = 0.244
- E_tot (eV) = -84443.720
- F_max (eV/A) = 1.7
- energy relative to the best compared isomer or geometry (same formula, charge and spin) (kJ/mol) = 46.5
- net charge = -1